Below is a gas-phase ion, C3H9N2OS (charge +1), with properties calculated with wB97M-V/def2-TZVPD.

The value obtained for the energy above the lowest of the compared OMol25 structures with the same formula, charge and spin is 514.51 kJ/mol. As for the total charge: +1. The lowest unoccupied orbital energy comes out at -0.1801 Eh. The energy is -702.2284 a.u. As for the gap between HOMO and LUMO: 9.6 eV.

Element x y z (Å)
C -1.050 0.527 1.298
C -2.011 -0.197 -0.792
C 2.354 0.890 -1.039
N 0.462 -2.079 1.319
N -0.962 -0.126 0.232
O 1.643 -0.127 -0.154
S 0.468 -1.538 -0.039
H -0.249 0.698 2.014
H -1.928 1.093 1.671
H -2.003 -1.022 -1.387
H -1.841 0.738 -1.411
H -3.019 -0.138 -0.371
H 2.785 0.323 -1.868
H 1.637 1.592 -1.435
H 3.027 1.268 -0.301
H 0.685 -1.903 2.262

***

Below is a molecular structure, C15H19LiN2, with properties calculated with wB97M-V/def2-TZVPD.

As for the total charge: 0. The lowest unoccupied orbital energy comes out at 0.0124 Eh. The energy is -700.0101 a.u. As for the gap between HOMO and LUMO: 7.3 eV.

Element x y z (Å)
Li 0.046 0.234 -0.087
C -2.070 -1.722 -1.068
N -0.700 -1.627 -0.581
C -0.437 -2.671 0.408
C 0.256 -1.737 -1.701
C 1.684 -1.387 -1.304
C 2.717 -2.162 -1.831
C 4.038 -1.841 -1.550
C 4.304 -0.747 -0.737
C 3.253 0.003 -0.213
C 1.901 -0.274 -0.462
H -2.257 -2.677 -1.580
H -2.275 -0.910 -1.767
H -2.767 -1.642 -0.232
H -0.598 -3.672 -0.018
H -1.102 -2.549 1.264
H 0.595 -2.597 0.748
H -0.086 -1.043 -2.478
H 0.212 -2.745 -2.142
H 2.494 -3.021 -2.460
H 4.846 -2.441 -1.954
H 5.332 -0.483 -0.507
H 3.513 0.844 0.428
C -3.071 5.320 -2.132
C -2.433 4.063 -1.612
C -2.908 3.415 -0.479
C -2.283 2.260 -0.041
N -1.228 1.722 -0.655
C -0.764 2.348 -1.745
C -1.332 3.500 -2.252
H -3.909 5.628 -1.509
H -3.435 5.172 -3.150
H -2.346 6.135 -2.161
H -3.759 3.807 0.062
H -2.645 1.739 0.838
H 0.110 1.905 -2.212
H -0.914 3.964 -3.137

***

Below is a molecular structure, C4H6S2, with properties calculated with wB97M-V/def2-TZVPD.

The value obtained for the energy above the lowest of the compared OMol25 structures with the same formula, charge and spin is 318.66 kJ/mol. As for the total charge: 0. The lowest unoccupied orbital energy comes out at -0.0170 Eh. The energy is -952.2480 a.u. As for the gap between HOMO and LUMO: 8.1 eV.

Element x y z (Å)
C 1.556 -0.535 0.655
C 1.317 0.840 0.188
C -1.272 0.120 -0.120
C -2.068 -0.178 -1.189
H 1.459 -0.532 1.943
H 0.407 -1.222 0.329
H 2.708 -0.993 0.280
H -1.332 -0.530 0.875
H -2.247 0.452 -2.018
H -2.738 -1.024 -0.905
S 2.493 2.035 0.072
S -0.282 1.568 -0.110